1.
{"formula": "C10H20BFIN3O9P", "method": "ωB97M-V with the def2-TZVPD basis set", "lumo_energy_ev": 0.36, "total_charge": -1, "symbols": ["N", "H", "N", "H", "N", "C", "H", "C", "C", "H", "O", "C", "O", "C", "I", "O", "H", "H", "P", "H", "O", "H", "H", "H", "H", "H", "C", "O", "H", "H", "F", "H", "C", "H", "O", "H", "O", "H", "H", "C", "O", "O", "H", "B", "C", "C"], "coordinates": [[0.0620, 0.0817, -1.4964], [-1.4522, 0.8360, -0.2425], [1.7024, -0.8617, -0.0151], [-1.6231, 3.1072, 0.2845], [-0.2635, -2.1411, -0.6202], [-0.9514, 2.3504, -1.6384], [2.2556, 0.9712, -0.9226], [1.2964, -2.1123, 2.1083], [2.1796, -1.8813, 0.8891], [-1.7286, -1.3587, 0.6610], [0.8754, -4.3596, -1.5678], [-1.6663, -1.8111, -0.3280], [-4.5742, 3.4132, 3.1426], [-2.5693, -3.0264, -0.2902], [-2.3023, -4.3242, 1.4434], [1.8755, 2.2674, 1.4957], [3.1676, -1.5655, 1.2141], [1.5316, -2.0533, -2.7170], [-0.1965, -3.2378, -2.0390], [-1.7507, 4.2749, -1.0196], [0.7103, -2.4147, -3.0855], [0.0914, 1.5967, 0.0442], [0.5314, -1.3491, 2.2138], [0.7973, -3.0741, 2.0086], [4.3105, 0.8928, 2.1846], [2.0392, 2.9182, 0.8050], [0.5168, -0.9727, -0.7080], [-4.4314, 2.4835, 1.1151], [0.7827, -4.5353, -0.6237], [0.5108, 3.5434, -1.2726], [2.3906, -3.0768, 0.2155], [-2.8866, 2.9305, -0.8935], [-1.8447, 3.2184, -0.7755], [3.5686, -0.0174, -0.3331], [3.3922, 0.6386, 2.3175], [-2.1305, -1.1333, -1.0444], [-3.3986, -3.3020, -1.0683], [1.8954, -2.1534, 3.0133], [-1.4606, 1.9566, -2.5141], [-3.9908, 3.2718, 2.0412], [-2.8887, 3.8824, 1.7538], [0.2425, 3.0484, -2.0533], [0.7793, 0.4386, -2.1183], [2.6059, 1.1290, 1.2807], [-0.5517, 1.1900, -0.7404], [2.5507, 0.3209, -0.1045]]}

---

2.
{"formula": "C10H20BrN4O6P", "method": "ωB97M-V with the def2-TZVPD basis set", "lumo_energy_ev": 0.07, "smiles": "O=NO[C@H]1C[C@H](P(O)Br)C(=O)N1.CN(C)C=O.CN(C)C=O", "symbols": ["H", "H", "C", "Br", "H", "H", "O", "O", "H", "N", "O", "C", "C", "H", "H", "O", "C", "O", "P", "H", "C", "H", "H", "H", "C", "H", "C", "C", "H", "N", "C", "O", "H", "H", "N", "N", "H", "C", "H", "H", "H", "H"], "coordinates": [[-3.1883, -0.6162, 5.5864], [1.5129, 2.8958, 3.1291], [1.6079, 1.6941, 1.4960], [2.0742, 1.1105, -2.0179], [-5.1154, -2.8401, 3.2883], [5.4344, -1.7677, -6.7568], [1.8624, -2.3439, -4.5887], [-1.6497, 5.3947, 2.0553], [-3.3991, -3.1707, 3.5255], [-3.9419, -1.1524, 3.7044], [-3.6723, -1.3779, 1.4634], [-3.9362, -0.2834, 4.8635], [3.0513, -0.4344, -6.1392], [3.6853, -3.2041, -4.3278], [5.5639, -2.5262, -5.1615], [-1.3252, 3.2957, 2.0213], [-3.6834, -0.6951, 2.4654], [2.7437, 1.2797, 1.6030], [0.8860, -0.1217, -0.5494], [0.2089, 2.1529, 0.0465], [5.1948, -1.6549, -5.6974], [-3.4753, 0.3897, 2.4418], [3.7551, 0.1784, -6.6957], [2.2867, -0.8159, -6.8162], [-0.6287, 1.0434, 1.6187], [-0.5633, 2.1514, 3.5522], [0.4780, 1.2456, 0.5838], [-0.4027, 2.2956, 2.4900], [-0.5078, 0.1908, 2.2725], [-0.9584, 4.5682, 2.4881], [-4.2371, -2.5661, 3.8725], [-0.5514, -0.1926, -1.3012], [-1.5893, 1.0964, 1.1309], [5.7032, -0.7678, -5.3147], [3.7635, -1.5357, -5.5124], [0.9868, 2.6531, 2.3053], [-0.5546, -1.0110, -1.8016], [3.0606, -2.4099, -4.7710], [2.5582, 0.1747, -5.3812], [-4.4221, -2.7724, 4.9231], [-4.9151, -0.2849, 5.3465], [-3.7005, 0.7343, 4.5592]]}

---

3.
{"formula": "C10H20Cl14O3", "method": "ωB97M-V with the def2-TZVPD basis set", "lumo_energy_ev": 0.28, "smiles": "COC(=O)OC.ClCCl.ClCCl.ClCCl.ClCCl.ClCCl.ClCCl.ClCCl", "relative_energy_ev": 0.0753, "symbols": ["C", "H", "H", "H", "Cl", "H", "C", "C", "C", "H", "C", "H", "H", "H", "C", "Cl", "Cl", "H", "O", "Cl", "Cl", "H", "C", "Cl", "C", "H", "C", "O", "Cl", "H", "Cl", "H", "H", "H", "Cl", "Cl", "Cl", "H", "H", "C", "Cl", "O", "Cl", "H", "H", "Cl", "H"], "coordinates": [[0.6218, -0.6082, -3.0939], [3.7040, -3.8587, 0.6720], [-2.4312, -2.8415, 4.5846], [1.0504, 2.4236, -2.2955], [0.5871, 0.3043, 0.3464], [-1.0045, -2.5508, -0.3749], [3.6761, 0.5812, 3.3964], [-2.6183, 2.3638, -5.3001], [-0.3091, -0.0800, 1.8208], [-0.2076, -0.7487, -2.4102], [-1.5445, -3.4030, -0.7747], [2.6742, 0.3576, 3.0503], [-2.4310, -3.5827, -0.1835], [-3.6998, 2.4206, -5.3990], [0.3139, 3.0559, -1.8068], [-0.4603, -4.7970, -0.6507], [-1.9660, 0.4995, 1.8212], [-2.1628, 3.1905, -5.8400], [-0.2560, 3.1312, -4.3676], [-2.0310, -3.0966, -2.4359], [-1.0789, -4.5378, 3.6723], [3.8913, 0.0739, 4.3275], [-0.6214, 4.2569, 3.0238], [-1.7620, 3.5261, 4.1686], [-1.1092, 2.7739, -3.5940], [0.1985, 0.3556, 2.6729], [-1.9252, -2.9843, 3.6389], [-0.9894, 2.7427, -2.2690], [4.8312, 0.0459, 2.1851], [-1.1908, 4.5193, 2.1441], [-3.1232, -2.9193, 2.3487], [-0.1337, 5.0872, 3.5119], [0.3319, 2.9782, -0.7266], [1.0929, 0.3422, -2.8759], [0.6639, 3.1251, 2.5225], [1.9829, -2.6840, 1.7544], [3.7750, 2.3243, 3.6851], [-1.1728, -2.2226, 3.4889], [0.5482, 4.1012, -2.0394], [2.6791, -4.0897, 0.9281], [1.8010, -1.8962, -2.8936], [-2.3526, 2.4331, -3.9052], [2.6596, -5.5320, 1.9544], [-0.3153, -1.1619, 1.8840], [-2.2523, 1.4158, -5.6929], [-0.0091, -0.5439, -4.7266], [2.0753, -4.2909, 0.0531]]}

---

4.
{"formula": "C10H20ClRh2", "method": "ωB97M-V with the def2-TZVPD basis set", "lumo_energy_ev": [3.20, 1.79], "relative_energy_ev": 0.0000, "total_charge": -1, "multiplicity": 9, "symbols": ["Rh", "H", "C", "H", "H", "H", "H", "C", "H", "H", "H", "H", "H", "H", "H", "C", "H", "H", "C", "C", "C", "H", "Rh", "H", "C", "H", "Cl", "H", "C", "C", "H", "H", "C"], "coordinates": [[-1.6167, -0.1944, -1.1484], [3.6290, 0.8967, -0.8604], [-0.5660, 0.6205, 1.2491], [-0.6602, 0.1656, 2.2141], [2.4755, -2.1924, 1.2885], [1.9120, -3.0608, -0.7618], [-3.9276, 2.1242, -0.8344], [2.5217, -2.3269, -1.3048], [-3.0957, -0.1084, 3.5214], [3.5429, -2.7325, -1.4227], [3.2276, -0.0439, -2.3114], [-1.1779, 1.7303, -2.4501], [-3.6693, -1.3886, 2.3540], [-0.1546, 2.0155, -0.9799], [-4.7572, 2.2860, 0.7198], [-1.1816, 1.7629, -1.3471], [4.1407, -1.8425, 0.8429], [-4.6741, 0.1099, 2.6636], [-3.7872, 2.2558, 0.2384], [2.6133, -1.0311, -0.4809], [3.1370, -1.4170, 0.8911], [-0.3068, 1.6823, 1.1385], [-2.6982, 0.7739, 1.1195], [2.0866, -2.1507, -2.2951], [3.5563, -0.1163, -1.2653], [3.1251, -0.5769, 1.5902], [-0.7932, -1.5965, -2.9204], [-3.2965, 3.2344, 0.4141], [-3.6488, -0.3110, 2.5882], [1.2920, -0.4331, -0.2157], [-1.9265, 2.5159, -1.0556], [4.5653, -0.5336, -1.3054], [0.1132, -0.1174, 0.1261]]}

---

We obtain maximum force values of 0.97; 1.20; 1.07; 2.81 eV/Å for the records listed above, in that order.
We obtain DFT total energy values of -1998.23840; -3978.84348; -7061.42257; -1073.90498 a.u. for the records listed above, in that order.